Record 1
Computed, not measured: the molecule C4H4IN, with ωB97M-V/def2-TZVPD.

Its structure (SMILES) is IC1=NCC=C1. The value obtained for the HOMO-LUMO gap is 9.8 eV.

Structure (XYZ):
```
10
Properties=species:S:1:pos:R:3:forces:R:3
C -0.283 -1.081 -0.057 1.107 -0.304 0.975
C 0.982 -0.561 -0.038 -0.933 -0.693 -1.473
C -1.203 0.015 -0.028 1.255 3.624 -0.412
C 0.804 0.932 0.002 -1.886 -1.818 -1.679
N -0.617 1.210 -0.055 -1.596 -2.688 0.369
I -3.254 -0.087 -0.056 -0.287 -0.206 0.036
H -0.640 -2.087 0.118 0.400 -0.182 -0.442
H 1.906 -1.147 -0.191 -0.557 0.600 0.556
H 1.066 1.175 0.949 1.149 1.194 3.317
H 1.239 1.632 -0.644 1.347 0.474 -1.246
```
Positions in Å, forces in eV/Å.

These are the Mulliken partial charges, in e, on atoms 1 to 5: number 1, C, carries -0.214; number 2, C, carries -0.439; number 3, C, carries 0.001; number 4, C, carries -0.388; number 5, N, carries -0.502



Record 2
Computed, not measured: the molecule C4H4IN, with ωB97M-V/def2-TZVPD.

Its structure (SMILES) is IC1=NCC=C1. The value obtained for the HOMO-LUMO gap is 9.7 eV.

Structure (XYZ):
```
10
Properties=species:S:1:pos:R:3:forces:R:3
C 0.275 1.015 0.460 -0.210 1.464 -1.094
C 0.022 0.689 -0.819 -0.383 -2.361 0.084
C 0.010 -0.181 1.263 -0.918 -2.566 -3.585
C -0.247 -0.832 -0.858 1.649 3.816 2.980
N -0.349 -1.238 0.505 1.477 1.874 2.724
I 0.192 -0.351 3.252 0.043 0.011 1.146
H 0.534 2.057 0.726 -0.119 -1.031 0.472
H 0.005 1.142 -1.787 0.355 1.070 0.063
H -1.043 -1.114 -1.382 -3.520 -1.099 -2.241
H 0.599 -1.188 -1.360 1.625 -1.178 -0.548
```
Positions in Å, forces in eV/Å.

These are the Mulliken partial charges, in e, on atoms 1 to 5: number 1, C, carries -0.266; number 2, C, carries -0.279; number 3, C, carries -0.095; number 4, C, carries -0.461; number 5, N, carries -0.489



Record 3
Computed, not measured: a structure of composition C4H4IN2, with ωB97M-V/def2-TZVPD.

Its net charge is +1. The value obtained for the HOMO-LUMO gap (spin up / spin down) is 4.8 / 4.7 eV.

Structure (XYZ):
```
11
Properties=species:S:1:pos:R:3:forces:R:3
C 1.270 -0.931 0.448 0.268 0.881 0.423
C -0.621 0.207 -0.073 0.859 -1.426 -0.554
C 0.030 0.400 1.133 2.342 -1.859 0.648
C -1.937 0.583 -0.598 2.039 4.292 0.062
N 0.324 -0.690 -0.509 -1.079 0.857 -0.698
N 1.019 -0.231 1.609 -0.858 1.809 0.579
I 4.310 -0.029 -0.111 -0.948 -0.055 0.142
H 2.055 -1.665 0.455 -0.307 -0.566 -0.339
H -1.798 1.253 -1.499 0.181 -0.621 0.654
H -2.288 1.373 0.168 -0.788 -2.093 -1.153
H -2.364 -0.271 -1.023 -1.709 -1.218 0.236
```
Positions in Å, forces in eV/Å.

These are the Mulliken partial charges, in e, on atoms 1 to 5: number 1, C, carries -0.839; number 2, C, carries 0.634; number 3, C, carries 0.497; number 4, C, carries -0.926; number 5, N, carries -0.368



Record 4
Computed, not measured: a structure of composition C4H4INO, with ωB97M-V/def2-TZVPD.

The value obtained for the HOMO-LUMO gap is 7.9 eV.

Structure (XYZ):
```
11
Properties=species:S:1:pos:R:3:forces:R:3
C 0.270 -1.244 0.352 0.528 2.315 0.790
C 0.393 1.149 0.297 -0.696 1.840 -0.230
C -0.919 -1.098 -0.198 -2.726 -0.750 -1.525
C -0.814 1.204 -0.251 0.060 -2.457 0.221
N 1.024 0.053 0.913 -1.212 -3.057 -1.434
O -1.638 0.100 -0.416 1.499 -1.421 0.721
I 2.916 -0.041 0.049 0.604 -0.111 0.069
H 0.707 -2.237 0.369 0.371 0.498 0.405
H 0.899 2.114 0.289 0.282 -0.404 0.273
H -1.554 -1.970 -0.642 1.538 1.589 1.085
H -1.284 1.972 -0.761 -0.249 1.958 -0.376
```
Positions in Å, forces in eV/Å.

These are the Mulliken partial charges, in e, on atoms 1 to 5: number 1, C, carries -0.112; number 2, C, carries -0.003; number 3, C, carries -0.134; number 4, C, carries -0.280; number 5, N, carries -0.569



Record 5
Computed, not measured: the molecule C4H4INO, with ωB97M-V/def2-TZVPD.

The spin multiplicity is 3. The value obtained for the HOMO-LUMO gap (spin up / spin down) is 8.1 / 6.1 eV.

Structure (XYZ):
```
11
Properties=species:S:1:pos:R:3:forces:R:3
C -0.746 0.297 0.303 -0.915 -0.824 1.460
C 0.075 -0.797 0.835 2.079 -0.518 1.413
C -0.984 0.625 -1.111 -0.482 -0.510 1.043
C 1.081 -1.349 0.177 -1.296 0.676 -2.831
N -0.266 1.489 -0.405 0.316 -0.509 -0.390
O -1.497 0.356 -2.129 -0.575 -0.265 -1.905
I 0.958 3.211 -0.191 1.465 2.057 0.202
H -1.511 0.591 0.997 -0.723 -0.002 0.206
H 0.125 -1.144 1.895 -1.207 0.826 -0.652
H 1.147 -1.102 -0.915 0.494 -0.324 0.973
H 1.617 -2.176 0.543 0.843 -0.607 0.482
```
Positions in Å, forces in eV/Å.

These are the Mulliken partial charges, in e, on atoms 1 to 5: number 1, C, carries -0.031; number 2, C, carries -0.063; number 3, C, carries 0.443; number 4, C, carries -0.840; number 5, N, carries -0.352



Record 6
Computed, not measured: a structure of composition C4H4KO2, with ωB97M-V/def2-TZVPD.

Its net charge is +1. The value obtained for the HOMO-LUMO gap (spin up / spin down) is 7.6 / 7.6 eV.

Structure (XYZ):
```
11
Properties=species:S:1:pos:R:3:forces:R:3
H -1.096 0.899 1.396 0.320 0.010 1.596
O -1.532 0.686 -2.720 0.254 0.202 0.494
C -0.699 0.496 -1.935 -0.036 -0.232 0.035
C 0.162 -0.002 -1.058 3.272 2.348 0.476
C -0.239 0.217 1.258 -3.795 -3.274 -4.335
C 0.874 0.737 0.492 -1.331 -0.752 -2.682
O -0.596 -0.934 0.818 0.407 0.823 5.087
K -0.431 -3.553 2.158 -0.103 0.348 -0.257
H 1.014 -0.492 -1.535 -0.471 -0.151 0.010
H 1.755 0.117 0.700 0.260 1.072 -0.540
H 0.787 1.829 0.424 1.224 -0.394 0.116
```
Positions in Å, forces in eV/Å.

These are the Mulliken partial charges, in e, on atoms 1 to 5: number 1, H, carries 0.295; number 2, O, carries -0.326; number 3, C, carries 0.774; number 4, C, carries -0.810; number 5, C, carries 0.119



Record 7
Computed, not measured: a structure of composition C4H4Li2O5, with ωB97M-V/def2-TZVPD.

The value obtained for the HOMO-LUMO gap (spin up / spin down) is 4.8 / 2.9 eV.

Structure (XYZ):
```
15
Properties=species:S:1:pos:R:3:forces:R:3
O 0.538 0.974 1.137 0.634 -0.055 1.936
C -0.347 0.457 0.292 -5.815 0.324 1.920
C 1.759 1.211 0.488 0.929 0.174 -0.154
O -1.436 -0.306 0.747 2.630 1.637 -0.897
O 0.234 0.190 -0.871 -0.016 -2.116 -2.237
C 1.485 0.822 -0.951 0.993 0.230 -0.367
H 2.542 0.592 0.928 -0.048 0.047 0.073
H 2.045 2.260 0.565 -0.107 0.013 0.179
H 2.243 0.131 -1.321 -0.223 -0.038 -0.135
H 1.408 1.676 -1.625 -0.017 0.064 0.031
O -3.325 -2.426 -0.005 -0.538 1.584 0.685
C -2.240 -2.522 0.400 5.588 -6.326 -1.077
O -1.204 -3.290 0.473 -4.748 4.902 0.396
Li -2.531 0.845 1.838 0.676 -0.589 -0.843
Li -1.171 -0.613 -2.095 0.062 0.148 0.491
```
Positions in Å, forces in eV/Å.

These are the Mulliken partial charges, in e, on atoms 1 to 5: number 1, O, carries -0.022; number 2, C, carries -0.233; number 3, C, carries -0.324; number 4, O, carries -0.522; number 5, O, carries 0.147



Record 8
Computed, not measured: a structure of composition C4H4LiO2Rb, with ωB97M-V/def2-TZVPD.

The spin multiplicity is 2. Its net charge is +1. The value obtained for the HOMO-LUMO gap (spin up / spin down) is 4.2 / 4.2 eV.

Structure (XYZ):
```
12
Properties=species:S:1:pos:R:3:forces:R:3
H 0.742 0.365 3.261 0.011 0.002 0.015
C -1.207 1.436 -0.901 0.068 -0.498 0.490
C -0.183 0.551 -0.746 0.115 0.346 -0.041
C -0.263 -0.523 0.249 -0.116 -0.167 -0.085
C 0.541 -1.560 0.331 0.679 0.056 1.038
O 1.353 -2.373 0.630 -0.536 0.233 -0.492
O -1.483 2.117 -1.960 0.289 0.897 -0.805
Li -1.617 2.730 -3.555 0.041 -0.265 0.782
Rb 4.444 -4.330 3.253 -0.135 0.090 -0.109
H -1.851 1.615 -0.016 -0.219 -0.436 -0.444
H 0.720 0.636 -1.357 -0.526 -0.367 -0.235
H -1.195 -0.664 0.811 0.328 0.108 -0.115
```
Positions in Å, forces in eV/Å.

These are the Mulliken partial charges, in e, on atoms 1 to 5: number 1, H, carries 0.010; number 2, C, carries -0.235; number 3, C, carries -0.222; number 4, C, carries -0.504; number 5, C, carries 0.561



The E results, record by record, are as follows: -13802.027, -13801.841, -15278.593, -15847.823, -15845.394, -24622.897, -14856.667, -9158.600 eV.
The largest force on an atom results, record by record, are as follows: 3.86, 5.12, 4.75, 3.59, 3.19, 6.63, 8.51, 1.24 eV Å⁻¹.
The energy relative to the best compared isomer or geometry (same formula, charge and spin) results, record by record, are as follows: 99.2, 117.2, 535.9, 134.6, 0.0, 288.5, 547.4, 66.6 kJ/mol.